Record 1
Formula: C4H4ClF
Source: the Open Molecules 2025 dataset
Level of theory: ωB97M-V/def2-TZVPD

Output
E_tot   -714.76759 Eh
LUMO level   0.7 eV
SMILES   C#CC[C@@H](F)Cl
Relative energy (zero: lowest compared OMol25 entry of this formula, charge and spin)   37.8 kcal/mol
HOMO energy   -0.3777 hartree

Geometry as XYZ:
```
10
Properties=species:S:1:pos:R:3:forces:R:3
C -1.244294 0.363282 0.278752 1.6 -1.3 3.0
C -0.165436 -0.543619 -0.258180 0.8 -1.8 0.3
C 1.233938 0.073175 -0.178884 3.3 -2.1 1.3
C 2.486374 0.051855 0.031865 -5.9 1.0 -1.3
H -1.238604 0.373020 1.439882 0.4 0.4 -1.8
H -0.240004 -1.490794 0.419870 0.6 1.4 -1.5
H -0.387588 -0.832334 -1.328200 0.2 0.3 1.2
H 3.396175 0.570716 -0.047630 1.0 -0.1 0.2
F -1.022542 1.534656 -0.246392 0.3 3.3 -0.7
Cl -2.818018 -0.099958 -0.111084 -2.3 -1.1 -0.7
```
Forces are in eV/Å.

---

Record 2
Formula: C2H3BrClP
Source: the Open Molecules 2025 dataset
Level of theory: ωB97M-V/def2-TZVPD

Output
E_tot   -3453.36499 Eh
LUMO level (alpha / beta)   -0.7 / -0.3 eV
Relative energy (zero: lowest compared OMol25 entry of this formula, charge and spin)   98.8 kcal/mol
HOMO energy (alpha / beta)   -0.3084 / -0.3145 hartree

Geometry as XYZ:
```
8
Properties=species:S:1:pos:R:3:forces:R:3
C -0.948150 0.362401 0.164389 -0.5 -1.2 -0.6
C 1.022032 -1.256410 -0.294840 -1.1 2.5 -0.9
P -0.135498 1.764445 -0.052098 0.0 0.2 0.4
Cl 2.135164 -0.178415 0.367961 1.2 -0.1 0.2
Br -2.606730 -0.569468 0.259998 1.2 0.9 0.2
H 0.824180 -1.008326 -1.385683 0.0 -1.3 1.7
H 0.670706 -1.932710 0.462325 -0.4 -0.6 -0.7
H -0.961707 2.818483 0.477949 -0.4 -0.4 -0.2
```
Forces are in eV/Å.

---

Record 3
Formula: C54H67IN3O2P3PbSi
Source: the Open Molecules 2025 dataset
Level of theory: ωB97M-V/def2-TZVPD

Output
E_tot   -4216.32872 Eh
LUMO level   -6.9 eV
Total charge   +2
HOMO energy   -0.4571 hartree

Geometry as XYZ:
```
132
Properties=species:S:1:pos:R:3:forces:R:3
Pb -0.756616 0.444268 0.019147 0.2 -0.5 0.1
C 1.856693 -0.281939 5.475746 0.0 0.1 0.0
C 1.192824 0.772008 4.588135 0.0 -0.1 0.0
C 2.189057 1.883735 4.288349 -0.1 0.0 0.0
P 0.339298 0.115593 3.052191 0.0 0.3 0.1
C -0.947355 -0.953112 3.852860 0.0 -0.1 -0.1
C -1.579615 -1.969970 2.902217 0.0 0.0 0.0
C -2.031427 -0.039366 4.436621 0.0 -0.1 0.0
C 1.589798 -1.024377 2.318151 0.2 0.0 0.1
C 1.834011 -2.289050 2.838952 0.0 0.0 0.0
C 2.840278 -3.110597 2.328874 0.0 0.0 0.0
C 3.628110 -2.685355 1.272254 0.0 0.0 0.0
C 3.377270 -1.449347 0.695391 -0.1 -0.1 0.0
C 2.369694 -0.611463 1.202915 -0.1 -0.2 0.0
Si 2.326066 0.956584 0.287998 -0.1 0.4 -0.1
C 2.496349 2.587242 1.121181 -0.1 0.0 0.2
C 3.725222 2.779658 1.759027 0.1 0.1 0.0
C 4.023272 3.992740 2.360725 0.0 0.0 -0.1
C 3.077827 5.008262 2.355113 0.0 0.0 0.0
C 1.851417 4.820945 1.730160 0.0 0.0 0.0
C 1.549161 3.618769 1.094170 0.1 0.1 -0.1
P -0.004059 3.361620 0.171605 0.0 -0.1 -0.1
C 0.373504 4.084028 -1.485742 -0.1 0.0 0.0
C -0.670379 3.668559 -2.530991 0.0 0.0 0.0
C 0.601961 5.591843 -1.483803 0.0 0.0 0.0
C -1.241362 4.393211 1.053730 -0.1 0.0 0.0
C -1.406794 3.856707 2.479750 0.0 0.0 0.0
C -2.585637 4.413309 0.324385 0.0 0.0 0.0
C 2.923414 1.112235 -1.452033 -0.1 -0.1 -0.2
C 4.137911 1.819693 -1.480771 0.0 0.0 -0.1
C 4.756380 2.139793 -2.677580 0.0 0.0 0.0
C 4.133864 1.809404 -3.868453 0.0 0.0 0.0
C 2.924493 1.126147 -3.859208 0.0 0.0 0.1
C 2.311421 0.737392 -2.670400 0.2 0.0 0.1
P 0.739983 -0.200028 -2.660741 -0.3 0.2 0.0
C -0.078138 0.261122 -4.260537 0.0 0.0 -0.1
C -1.603866 0.176154 -4.130968 0.0 0.0 0.0
C 0.366758 -0.423274 -5.562692 0.0 0.1 -0.1
C 1.244908 -1.992268 -2.646118 0.0 0.0 0.1
C 0.359573 -2.838392 -3.562640 -0.1 0.0 0.0
C 2.724317 -2.257442 -2.912498 -0.1 -0.1 -0.1
H 2.253923 0.212506 6.364388 0.0 0.0 0.0
H 2.698954 -0.755707 4.967858 0.0 0.0 0.0
H 1.179474 -1.060024 5.825460 0.0 0.0 0.0
H 0.350465 1.205992 5.133791 0.0 0.0 0.0
H 3.062022 1.487295 3.765207 -0.1 0.0 0.1
H 2.544678 2.313360 5.226592 0.0 0.0 0.0
H 1.757868 2.689930 3.690032 0.0 -0.1 0.1
H -0.463913 -1.494076 4.666989 0.0 0.0 0.1
H -2.088909 -1.474014 2.072946 0.0 0.0 0.0
H -2.333040 -2.548433 3.442032 0.0 0.0 0.0
H -0.852203 -2.676681 2.503329 0.0 0.0 0.0
H -2.585088 0.452712 3.635542 0.0 0.0 0.0
H -1.642138 0.723959 5.110192 0.0 0.0 0.0
H -2.733976 -0.646199 5.010931 0.0 0.0 0.0
H 1.244158 -2.645164 3.674157 0.0 0.0 0.0
H 3.003095 -4.089210 2.763619 0.0 0.0 0.0
H 4.419758 -3.312927 0.883467 0.0 0.0 0.0
H 3.977498 -1.135420 -0.153072 0.0 0.0 0.0
H 4.454973 1.975361 1.818081 0.0 0.0 0.0
H 4.978727 4.135253 2.848258 0.0 0.0 0.0
H 3.292945 5.950747 2.842091 0.0 0.0 0.0
H 1.128485 5.626417 1.749955 0.0 0.0 0.0
H 1.315615 3.581810 -1.738783 0.0 0.0 0.0
H -1.571370 4.276712 -2.463287 0.0 0.0 0.0
H -0.974194 2.622597 -2.435362 0.0 0.0 0.0
H -0.259606 3.811206 -3.532681 0.0 0.0 0.0
H -0.296609 6.129278 -1.173952 0.0 0.0 0.0
H 0.841838 5.920732 -2.496837 0.0 0.0 0.0
H 1.428699 5.890260 -0.838094 0.0 0.0 0.0
H -0.851307 5.413682 1.081160 0.0 0.0 0.0
H -1.848187 2.855734 2.463544 0.0 0.0 0.0
H -2.081916 4.509414 3.035439 0.0 0.0 0.0
H -0.463233 3.807675 3.026187 0.0 0.0 0.0
H -2.991419 3.407383 0.211032 0.0 0.0 0.0
H -2.522645 4.870993 -0.660922 0.0 0.0 0.0
H -3.298117 4.994965 0.911117 0.0 0.0 0.0
H 4.611491 2.144080 -0.563060 0.0 0.0 0.0
H 5.699754 2.669871 -2.673962 0.0 0.0 0.0
H 4.586387 2.084702 -4.812605 0.0 0.0 0.0
H 2.460333 0.895576 -4.806210 0.0 0.0 0.0
H 0.185494 1.322805 -4.315901 0.0 0.0 0.0
H -1.932528 -0.864845 -4.085152 0.0 0.0 0.0
H -2.067275 0.621169 -5.014322 0.0 0.0 0.0
H -1.988489 0.696232 -3.253375 0.0 0.0 0.0
H -0.210555 -1.329820 -5.734520 0.0 0.1 0.0
H 1.421657 -0.694684 -5.596033 0.0 0.0 0.0
H 0.167581 0.246605 -6.401909 0.0 0.0 0.0
H 1.011305 -2.291430 -1.618218 0.1 0.0 0.0
H 0.690123 -2.780021 -4.597353 0.0 0.0 0.1
H -0.694423 -2.556868 -3.515169 0.1 0.0 0.0
H 0.429729 -3.877972 -3.253580 0.0 -0.2 0.0
H 3.012704 -1.944144 -3.918505 0.0 0.0 0.0
H 2.915684 -3.330660 -2.830147 0.0 0.0 0.0
H 3.379086 -1.750544 -2.205809 0.0 0.0 0.0
I -9.723745 0.906943 -0.464502 -0.1 0.0 0.0
C -7.654982 0.888142 -0.298714 0.0 0.0 0.0
C -6.876078 1.227993 -1.399003 0.1 0.0 0.0
C -5.496307 1.207526 -1.286830 -0.1 0.0 -0.1
C -4.899358 0.855717 -0.079094 0.1 0.0 0.0
C -5.687082 0.523301 1.020475 0.0 0.0 0.0
C -7.067244 0.535854 0.912417 0.1 0.0 0.0
C -3.426931 0.822764 0.026112 -0.4 0.0 0.1
O -2.721919 1.011913 -1.023659 0.3 0.0 -0.1
O -2.854042 0.597097 1.128048 0.0 0.0 0.0
H -7.343799 1.506291 -2.332961 0.0 0.0 0.0
H -4.876021 1.469925 -2.134067 0.0 0.0 0.0
H -5.211533 0.256018 1.955414 0.0 0.0 0.0
H -7.683423 0.276936 1.762095 0.0 0.0 0.0
C -3.537279 -3.330948 -1.314783 0.1 0.0 0.1
C -2.709922 -2.220350 -1.343496 0.1 -0.1 0.1
N -1.518391 -2.193531 -0.730291 -0.2 0.1 -0.2
C -1.119996 -3.292928 -0.090472 0.2 0.3 0.1
C -1.888696 -4.438785 0.038413 -0.1 -0.3 0.1
C -3.131724 -4.440252 -0.589529 -0.1 0.0 -0.1
C -1.499799 -5.539575 0.953833 0.0 0.2 -0.1
C -0.320640 -6.136429 1.110333 0.1 0.0 -0.1
C 0.897174 -6.031382 0.273047 -0.1 0.0 0.2
C 0.867688 -5.910156 -1.110777 -0.1 0.0 0.0
C 2.082317 -5.946214 -1.769851 0.1 0.0 0.0
N 3.246359 -6.057508 -1.131786 -0.1 0.0 0.1
C 3.162840 -6.174208 0.189759 -0.1 0.0 0.0
N 2.054265 -6.179271 0.924895 0.2 0.1 0.0
H -4.492349 -3.308572 -1.822013 0.0 0.0 0.0
H -3.013708 -1.315037 -1.855964 0.0 0.0 0.0
H -0.151065 -3.240859 0.398095 0.0 0.0 0.0
H -3.778132 -5.305594 -0.498077 0.0 0.0 0.0
H -2.294860 -5.846624 1.626826 0.0 0.0 0.0
H -0.208499 -6.829793 1.936416 0.0 0.0 0.0
H -0.066183 -5.846192 -1.652453 0.0 0.0 0.0
H 2.132171 -5.903596 -2.852838 0.0 0.0 0.0
H 4.097960 -6.291827 0.725956 0.0 0.0 0.0
```
Forces are in eV/Å.

---

Record 4
Formula: C17H24IrN10S
Source: the Open Molecules 2025 dataset
Level of theory: ωB97M-V/def2-TZVPD

Output
E_tot   -1712.01395 Eh
LUMO level   -4.4 eV
Relative energy (zero: lowest compared OMol25 entry of this formula, charge and spin)   19.4 kcal/mol
Total charge   +1
HOMO energy   -0.3490 hartree

Geometry as XYZ:
```
53
Properties=species:S:1:pos:R:3:forces:R:3
Ir -0.182827 0.403277 -0.355915 0.1 2.0 0.6
C 3.859849 3.690200 1.566085 0.0 -0.1 0.0
C 4.111363 2.228804 1.922756 -0.1 0.2 -0.1
N 2.922933 1.574185 2.467919 0.1 0.2 0.0
C 1.863583 1.197252 1.756096 -0.3 -0.6 -0.4
S 1.998075 1.136097 -0.011005 -0.4 -0.1 -0.4
N 0.784808 0.819576 2.387795 0.3 0.4 0.8
N -0.252537 0.445317 1.619002 -0.2 -0.9 -0.2
C -1.322735 -0.032996 2.180269 0.4 0.7 0.4
C -1.537683 0.056817 3.650713 -0.1 -0.3 0.0
C -2.250437 -0.681613 1.271348 -0.7 -0.1 -0.5
C -3.452397 -1.247390 1.675885 0.3 0.2 0.3
C -4.214741 -1.970072 0.778118 -0.1 -0.1 -0.2
C -3.751786 -2.130850 -0.517417 -0.1 -0.1 0.3
C -2.575127 -1.504073 -0.873409 0.3 -0.1 -0.3
N -1.858322 -0.769452 -0.025017 -0.3 0.2 0.1
H 4.795458 4.173980 1.288102 0.0 0.0 0.0
H 3.432771 4.224148 2.415140 0.0 0.0 0.0
H 3.170144 3.765537 0.726295 0.0 0.0 0.0
H 4.892982 2.154802 2.676304 0.0 -0.1 0.0
H 4.432375 1.672411 1.042587 0.1 0.0 0.1
H 2.770636 1.630491 3.464286 0.0 0.0 0.0
H -0.588177 0.235057 4.142910 0.0 0.0 0.0
H -1.976807 -0.861635 4.038810 0.0 0.0 0.0
H -2.211488 0.883669 3.888150 0.0 0.0 -0.1
H -3.770047 -1.115453 2.699910 0.0 -0.1 0.0
H -5.155401 -2.410137 1.078824 0.0 0.0 0.1
H -4.298931 -2.718537 -1.239059 0.0 0.0 -0.1
H -2.195355 -1.575816 -1.883294 0.0 0.1 0.0
C -3.269118 1.420124 -1.929385 0.2 -0.2 0.3
C -2.707666 2.298760 -0.865282 -0.5 0.0 0.1
C -3.344379 3.391163 -0.329350 0.1 -0.2 -0.1
C -2.461787 3.983106 0.598059 0.1 -0.1 0.0
C -1.311814 3.233956 0.608639 0.1 0.2 0.4
C -0.089929 3.550812 1.401747 -0.1 -0.2 0.1
N -1.457667 2.189970 -0.289064 1.0 -1.8 -0.5
H -4.125018 1.909968 -2.388167 0.0 0.0 0.0
H -3.607092 0.466378 -1.519065 -0.2 0.1 -0.1
H -2.526965 1.192273 -2.684185 -0.2 0.1 -0.1
H -4.331075 3.723181 -0.610268 0.0 0.1 -0.1
H -2.627829 4.861480 1.200400 0.1 0.1 -0.1
H -0.084196 4.609441 1.652760 0.0 0.0 -0.1
H 0.807202 3.304972 0.834528 0.0 0.2 0.0
H -0.059838 2.989056 2.335502 0.1 0.1 0.0
N -0.793543 -0.403684 -5.635318 -0.4 -0.5 -0.2
N -0.176860 -0.188209 -4.442321 0.3 0.3 0.3
N 1.124028 -0.290180 -4.303527 0.1 -0.1 -0.3
C 1.276586 -0.099250 -3.007550 -0.1 0.0 0.0
N 0.092626 0.117348 -2.408978 0.2 0.2 -0.3
N -0.829366 0.049793 -3.353138 -0.2 -0.3 -0.2
H -0.132238 -0.384410 -6.398441 0.1 0.1 0.1
H -1.613692 0.171599 -5.765991 0.1 0.2 0.1
H 2.229050 -0.123045 -2.508591 0.0 0.0 0.0
```
Forces are in eV/Å.